No. 1
{"formula": "C36H22N10Pd", "method": "ωB97M-V with the def2-TZVPD basis set", "symbols": ["Pd", "C", "C", "C", "C", "C", "N", "C", "N", "C", "C", "C", "C", "C", "C", "C", "C", "N", "C", "N", "C", "N", "C", "N", "C", "N", "C", "C", "C", "C", "C", "C", "C", "C", "C", "C", "C", "C", "N", "C", "C", "H", "H", "H", "H", "H", "H", "H", "H", "H", "H", "H", "H", "H", "H", "H", "H", "C", "C", "N", "C", "C", "N", "H", "H", "H", "H", "H", "H"], "coordinates": [[-0.384, -0.052, 0.573], [-4.436, -5.191, 0.443], [-5.210, -4.371, -0.390], [-4.763, -3.121, -0.780], [-3.519, -2.712, -0.317], [-2.769, -1.471, -0.496], [-1.597, -1.576, 0.197], [-1.540, -2.775, 0.830], [-0.567, -3.249, 1.584], [0.468, -2.530, 1.967], [1.573, -3.063, 2.766], [1.847, -4.338, 3.237], [3.002, -4.508, 3.982], [3.858, -3.431, 4.249], [3.580, -2.160, 3.777], [2.423, -1.995, 3.029], [1.835, -0.823, 2.382], [2.373, 0.377, 2.428], [1.886, 1.426, 1.789], [0.819, 1.471, 0.956], [0.712, 2.709, 0.403], [-0.146, 3.115, -0.509], [-1.116, 2.362, -0.993], [-1.451, 1.094, -0.636], [-2.533, 0.680, -1.343], [-3.172, -0.473, -1.250], [-2.933, 1.758, -2.242], [-3.960, 1.863, -3.172], [-4.069, 3.051, -3.872], [-3.176, 4.111, -3.648], [-2.156, 4.005, -2.720], [-2.045, 2.807, -2.023], [1.776, 3.548, 0.946], [2.107, 4.881, 0.739], [3.193, 5.383, 1.434], [3.933, 4.575, 2.310], [3.603, 3.247, 2.510], [2.509, 2.747, 1.815], [0.681, -1.204, 1.773], [-2.752, -3.526, 0.509], [-3.199, -4.780, 0.905], [-4.820, -6.162, 0.732], [-6.175, -4.724, -0.729], [-5.355, -2.478, -1.417], [1.179, -5.162, 3.027], [3.251, -5.489, 4.366], [4.753, -3.600, 4.835], [4.232, -1.321, 3.981], [-4.646, 1.042, -3.333], [-4.856, 3.171, -4.606], [-3.293, 5.028, -4.211], [-1.468, 4.819, -2.537], [1.534, 5.496, 0.058], [3.478, 6.420, 1.304], [4.776, 5.003, 2.837], [4.169, 2.613, 3.179], [-2.596, -5.404, 1.552], [0.088, -0.346, -3.346], [1.366, 0.039, -2.684], [1.738, -0.309, -1.478], [2.986, 0.247, -1.290], [3.362, 0.947, -2.393], [2.318, 0.806, -3.281], [-0.537, -0.863, -2.622], [0.263, -1.020, -4.186], [-0.456, 0.526, -3.717], [3.527, 0.123, -0.366], [4.242, 1.521, -2.622], [2.256, 1.217, -4.196]], "multiplicity": 1, "orbital_gap_ev": [5.00, 5.00], "lumo_ha": [-0.049, -0.049], "molar_mass_g_mol": 701.1}

No. 2
{"formula": "C36H24AsBrF4IrPS", "method": "ωB97M-V with the def2-TZVPD basis set", "symbols": ["Ir", "S", "C", "C", "C", "C", "C", "C", "As", "C", "C", "C", "C", "C", "C", "C", "C", "C", "C", "C", "C", "H", "H", "H", "H", "H", "H", "H", "H", "H", "H", "H", "H", "H", "H", "F", "C", "C", "F", "C", "F", "C", "P", "C", "C", "C", "C", "C", "C", "C", "C", "C", "C", "C", "C", "C", "Br", "C", "F", "H", "H", "H", "H", "H", "H", "H", "H", "H", "H"], "coordinates": [[-1.482, 1.026, -0.053], [-3.572, 0.089, 0.638], [-3.404, -0.654, 2.147], [-4.602, -0.984, 2.839], [-4.534, -1.604, 4.068], [-3.294, -1.907, 4.622], [-2.096, -1.596, 3.949], [-2.148, -0.971, 2.730], [-0.574, -0.603, 1.691], [0.900, -1.397, 2.595], [1.592, -0.707, 3.590], [2.600, -1.360, 4.283], [2.903, -2.685, 3.990], [2.202, -3.368, 3.006], [1.195, -2.727, 2.298], [-0.314, 1.320, 1.906], [-1.253, 2.154, 2.557], [-0.937, 3.475, 2.828], [0.320, 3.968, 2.493], [1.267, 3.157, 1.869], [0.955, 1.847, 1.567], [-5.556, -0.740, 2.390], [-5.441, -1.858, 4.598], [-3.242, -2.401, 5.584], [-1.147, -1.865, 4.396], [1.349, 0.319, 3.836], [3.146, -0.839, 5.057], [3.685, -3.188, 4.542], [2.436, -4.403, 2.797], [0.644, -3.267, 1.537], [-2.211, 1.757, 2.872], [-1.656, 4.111, 3.326], [0.567, 4.994, 2.732], [2.243, 3.553, 1.624], [1.691, 1.221, 1.075], [-2.376, 1.779, -7.317], [-1.887, 1.440, -6.164], [-0.668, 0.830, -6.011], [0.102, 0.535, -7.002], [-0.209, 0.490, -4.685], [0.948, -0.077, -4.654], [-0.930, 0.733, -3.492], [-0.159, 0.352, -1.839], [0.230, -1.390, -1.943], [1.214, -1.908, -1.097], [1.499, -3.264, -1.126], [0.796, -4.109, -1.976], [-0.203, -3.602, -2.795], [-0.487, -2.245, -2.779], [1.330, 1.355, -1.965], [1.193, 2.726, -1.724], [2.286, 3.566, -1.852], [3.523, 3.040, -2.210], [3.665, 1.679, -2.448], [2.571, 0.833, -2.336], [-2.143, 1.338, -3.665], [-3.304, 1.771, -2.292], [-2.624, 1.694, -4.994], [-3.770, 2.260, -5.112], [1.781, -1.264, -0.433], [2.280, -3.660, -0.491], [1.031, -5.165, -2.003], [-0.754, -4.262, -3.450], [-1.278, -1.872, -3.420], [0.236, 3.148, -1.431], [2.178, 4.627, -1.674], [4.379, 3.694, -2.310], [4.627, 1.278, -2.735], [2.688, -0.219, -2.553]], "total_charge": 3, "de_lowest_ev": 0.671, "multiplicity": 6, "orbital_gap_ev": [7.54, 3.52], "s2": 8.80, "lumo_ha": [-0.321, -0.468], "molar_mass_g_mol": 942.7}

No. 3
{"formula": "C36H24BCrF3O5S", "method": "ωB97M-V with the def2-TZVPD basis set", "symbols": ["O", "C", "Cr", "C", "O", "C", "O", "C", "C", "C", "C", "C", "C", "C", "C", "C", "C", "C", "C", "C", "C", "C", "H", "H", "H", "H", "H", "H", "H", "H", "H", "H", "H", "C", "C", "C", "C", "C", "B", "C", "C", "C", "C", "C", "F", "F", "F", "C", "C", "O", "C", "C", "C", "C", "C", "C", "O", "S", "H", "H", "H", "H", "H", "H", "H", "H", "H", "H", "H", "H", "H"], "coordinates": [[2.365, 3.689, 4.218], [2.331, 2.565, 3.913], [2.223, 0.669, 3.707], [0.567, 0.849, 4.603], [-0.346, 1.099, 5.285], [2.941, 0.651, 5.468], [3.283, 0.782, 6.577], [3.971, 0.051, 2.573], [3.135, 0.866, 1.796], [1.771, 0.542, 1.646], [1.233, -0.649, 2.197], [-0.193, -1.047, 2.143], [-1.363, -1.462, 2.176], [-2.751, -1.662, 2.280], [-3.423, -0.498, 3.160], [-4.537, -0.660, 4.126], [-5.204, 0.476, 4.529], [-4.753, 1.763, 4.159], [-3.583, 1.929, 3.438], [-2.838, 0.817, 3.060], [2.066, -1.360, 3.092], [3.424, -1.049, 3.253], [5.031, 0.299, 2.702], [3.534, 1.782, 1.353], [1.126, 1.214, 1.076], [-3.165, -2.627, 2.564], [-4.765, -1.656, 4.549], [-6.114, 0.397, 5.139], [-5.306, 2.639, 4.480], [-3.215, 2.903, 3.135], [-1.830, 0.875, 2.631], [1.627, -2.193, 3.646], [4.024, -1.646, 3.948], [-6.411, -5.338, -2.593], [-5.108, -4.898, -2.029], [-4.196, -3.955, -2.507], [-3.045, -3.790, -1.674], [-3.166, -4.489, -0.474], [-3.817, -0.400, 1.688], [-2.297, -4.361, 0.662], [-2.605, -4.924, 1.903], [-1.611, -5.326, 2.771], [-0.291, -5.150, 2.342], [0.863, -5.839, 2.975], [1.795, -6.274, 2.070], [1.509, -4.966, 3.815], [0.509, -6.925, 3.698], [0.024, -4.289, 1.297], [-1.010, -3.827, 0.509], [-3.461, 0.361, 0.530], [-4.673, 0.578, -0.078], [-5.676, -0.231, 0.611], [-6.960, 0.279, 0.786], [-7.100, 1.662, 0.616], [-6.198, 2.371, -0.178], [-5.068, 1.749, -0.720], [-5.053, -1.047, 1.495], [-4.678, -5.372, -0.397], [-6.371, -5.368, -3.683], [-6.683, -6.328, -2.207], [-7.158, -4.599, -2.281], [-4.391, -3.370, -3.410], [-2.193, -3.154, -1.924], [-3.642, -5.082, 2.172], [-1.855, -5.783, 3.733], [1.053, -3.970, 1.086], [-0.806, -3.082, -0.256], [-7.750, -0.353, 1.203], [-7.925, 2.170, 1.117], [-6.356, 3.436, -0.341], [-4.442, 2.216, -1.485]], "total_charge": 3, "de_lowest_ev": 0.000, "multiplicity": 4, "orbital_gap_ev": [7.66, 5.51], "s2": 3.82, "lumo_ha": [-0.314, -0.395], "molar_mass_g_mol": 688.5}

No. 4
{"formula": "C36H24Cl4N3O6SSbV", "method": "ωB97M-V with the def2-TZVPD basis set", "symbols": ["V", "Cl", "C", "C", "C", "Cl", "C", "O", "C", "C", "O", "C", "H", "H", "H", "O", "C", "O", "C", "C", "N", "N", "C", "C", "O", "O", "H", "H", "H", "S", "Sb", "C", "C", "C", "C", "C", "C", "C", "C", "C", "C", "C", "C", "C", "C", "C", "C", "C", "C", "H", "H", "H", "H", "H", "H", "H", "H", "H", "H", "H", "H", "H", "H", "H", "Cl", "C", "C", "C", "C", "C", "Cl", "C", "N", "H", "H", "H"], "coordinates": [[0.891, 0.659, -2.087], [4.513, -5.234, -2.961], [3.236, -4.060, -2.842], [2.028, -4.154, -3.516], [1.065, -3.142, -3.411], [-0.345, -3.354, -4.343], [1.218, -2.048, -2.497], [0.301, -1.158, -2.369], [2.390, -2.091, -1.652], [2.572, -1.158, -0.601], [1.954, -0.041, -0.473], [3.400, -3.014, -1.962], [1.928, -4.882, -4.343], [3.260, -1.375, 0.225], [4.363, -2.969, -1.481], [-2.226, 5.316, -1.453], [-1.417, 5.270, -0.406], [-1.304, 6.187, 0.415], [-0.686, 4.028, -0.208], [0.279, 3.677, 0.802], [0.752, 2.470, 0.544], [0.220, 1.953, -0.658], [-0.726, 2.885, -1.072], [-1.477, 2.444, -2.242], [-2.468, 3.081, -2.664], [-1.009, 1.321, -2.746], [-2.470, 4.398, -1.841], [0.615, 4.359, 1.576], [1.355, 1.908, 1.141], [1.602, 0.464, 3.156], [-0.244, -0.832, 2.994], [-1.240, -0.766, 4.902], [-2.401, -1.490, 5.134], [-3.301, -1.089, 6.140], [-2.980, -0.033, 6.982], [-1.772, 0.655, 6.797], [-0.905, 0.267, 5.751], [0.365, -2.820, 2.447], [-0.649, -3.812, 2.214], [-0.296, -5.125, 1.988], [1.039, -5.545, 1.974], [2.043, -4.541, 2.197], [1.689, -3.206, 2.327], [-1.943, -0.236, 1.805], [-1.904, -0.645, 0.453], [-2.870, -0.173, -0.444], [-3.966, 0.618, -0.004], [-4.053, 0.920, 1.356], [-3.030, 0.518, 2.255], [-2.667, -2.323, 4.522], [-4.264, -1.606, 6.201], [-3.698, 0.207, 7.801], [-1.443, 1.461, 7.490], [0.063, 0.706, 5.537], [-1.680, -3.507, 2.162], [-1.102, -5.861, 1.821], [1.317, -6.553, 1.854], [3.083, -4.791, 2.163], [2.498, -2.505, 2.349], [-1.093, -1.279, 0.048], [-2.816, -0.455, -1.484], [-4.677, 1.067, -0.752], [-4.921, 1.437, 1.744], [-3.090, 0.861, 3.275], [1.399, 0.348, -5.952], [1.764, 1.956, -5.560], [1.660, 3.019, -6.468], [2.268, 4.242, -6.167], [2.965, 4.469, -5.002], [2.804, 3.532, -3.974], [3.342, 4.072, -2.423], [2.207, 2.289, -4.241], [1.834, 1.490, -3.187], [1.145, 2.935, -7.422], [2.252, 5.013, -6.939], [3.458, 5.373, -4.692]], "de_lowest_ev": 2.581, "multiplicity": 2, "orbital_gap_ev": [6.08, 6.88], "s2": 0.79, "lumo_ha": [-0.057, -0.057], "molar_mass_g_mol": 941.2}

No. 5
{"formula": "C36H24F4O2", "method": "ωB97M-V with the def2-TZVPD basis set", "symbols": ["F", "C", "C", "C", "F", "C", "C", "C", "C", "C", "C", "C", "C", "F", "C", "C", "F", "C", "C", "H", "H", "H", "H", "H", "H", "H", "H", "H", "C", "C", "C", "C", "C", "C", "C", "C", "C", "C", "C", "C", "O", "C", "C", "C", "C", "C", "C", "C", "O", "C", "C", "H", "H", "H", "H", "H", "H", "H", "H", "H", "H", "H", "H", "H", "H", "H"], "coordinates": [[5.579, -0.661, -0.772], [4.573, -0.543, 0.166], [4.881, -0.806, 1.500], [3.830, -0.702, 2.410], [4.073, -1.002, 3.736], [2.549, -0.317, 2.045], [2.290, 0.030, 0.703], [0.991, 0.607, 0.367], [0.942, 1.457, -0.787], [0.358, 2.698, -0.735], [0.167, 3.574, -1.856], [-0.833, 4.583, -1.803], [-1.086, 5.349, -2.930], [-2.145, 6.226, -2.912], [-0.346, 5.234, -4.107], [0.676, 4.284, -4.108], [1.446, 4.163, -5.241], [0.944, 3.450, -3.032], [3.305, -0.159, -0.263], [5.881, -1.094, 1.808], [1.753, -0.248, 2.789], [0.454, 0.946, 1.258], [1.360, 1.083, -1.728], [-0.018, 3.058, 0.230], [-1.405, 4.728, -0.887], [-0.572, 5.826, -4.985], [1.763, 2.730, -3.073], [3.115, -0.001, -1.324], [1.640, -3.494, -2.004], [0.835, -2.571, -2.676], [0.116, -1.604, -1.966], [0.102, -1.651, -0.564], [-0.712, -0.775, 0.301], [-1.589, 0.306, -0.263], [-2.094, 1.384, 0.680], [-1.757, 1.488, 2.040], [-2.255, 2.518, 2.846], [-3.100, 3.488, 2.292], [-3.426, 3.414, 0.930], [-2.947, 2.365, 0.142], [-1.928, 0.359, -1.447], [-1.559, -1.543, 1.254], [-1.477, -3.051, 1.470], [-1.675, -3.940, 0.412], [-1.796, -5.313, 0.657], [-1.785, -5.788, 1.970], [-1.622, -4.893, 3.038], [-1.471, -3.525, 2.790], [-2.505, -1.040, 1.880], [0.971, -2.545, 0.100], [1.765, -3.432, -0.611], [2.168, -4.265, -2.566], [0.752, -2.577, -3.767], [-0.468, -0.832, -2.472], [-1.100, 0.761, 2.518], [-1.986, 2.540, 3.907], [-3.501, 4.296, 2.917], [-4.062, 4.176, 0.474], [-3.200, 2.303, -0.915], [-1.663, -3.563, -0.610], [-1.893, -6.001, -0.189], [-1.906, -6.858, 2.167], [-1.602, -5.252, 4.068], [-1.316, -2.813, 3.608], [1.049, -2.488, 1.193], [2.470, -4.075, -0.077]], "de_lowest_ev": 1.529, "multiplicity": 1, "orbital_gap_ev": 6.27, "lumo_ha": -0.066, "molar_mass_g_mol": 564.6}

No. 6
{"formula": "C36H26BF4N4O4S3Ti", "method": "ωB97M-V with the def2-TZVPD basis set", "symbols": ["Ti", "O", "C", "C", "C", "C", "C", "C", "C", "N", "C", "C", "N", "C", "C", "C", "C", "C", "C", "C", "O", "H", "H", "H", "H", "H", "H", "H", "H", "H", "H", "H", "H", "H", "H", "S", "C", "C", "C", "C", "C", "C", "N", "C", "C", "C", "C", "C", "C", "C", "H", "H", "H", "H", "H", "H", "H", "H", "O", "S", "O", "N", "C", "S", "C", "C", "C", "C", "C", "C", "H", "H", "H", "H", "F", "B", "F", "F", "F"], "coordinates": [[-0.414, 0.006, 0.257], [-0.454, 1.376, -0.940], [-0.808, 2.664, -0.968], [-0.678, 3.381, -2.152], [-0.999, 4.723, -2.178], [-1.474, 5.378, -1.041], [-1.626, 4.661, 0.126], [-1.292, 3.303, 0.184], [-1.505, 2.605, 1.433], [-1.187, 1.395, 1.675], [-1.567, 0.756, 2.925], [-2.426, -0.441, 2.548], [-1.755, -1.134, 1.444], [-2.204, -2.278, 1.090], [-1.635, -3.134, 0.071], [-2.274, -4.335, -0.244], [-1.763, -5.165, -1.220], [-0.597, -4.790, -1.891], [0.058, -3.610, -1.593], [-0.463, -2.777, -0.608], [0.129, -1.625, -0.323], [-0.311, 2.871, -3.030], [-0.871, 5.272, -3.102], [-1.722, 6.429, -1.076], [-2.002, 5.142, 1.021], [-1.989, 3.183, 2.228], [-2.108, 1.448, 3.580], [-0.655, 0.416, 3.423], [-3.408, -0.109, 2.199], [-2.544, -1.116, 3.401], [-3.070, -2.680, 1.622], [-3.189, -4.591, 0.276], [-2.264, -6.089, -1.473], [-0.198, -5.429, -2.668], [0.957, -3.297, -2.106], [2.845, -2.897, 2.510], [1.569, -3.927, 3.058], [1.583, -5.292, 3.338], [0.414, -5.885, 3.770], [-0.757, -5.133, 3.934], [-0.771, -3.782, 3.659], [0.398, -3.173, 3.204], [0.520, -1.833, 2.891], [1.719, -1.553, 2.513], [2.170, -0.216, 2.099], [3.407, 0.223, 2.569], [3.906, 1.457, 2.196], [3.165, 2.249, 1.328], [1.940, 1.799, 0.860], [1.413, 0.552, 1.211], [2.486, -5.873, 3.216], [0.402, -6.945, 3.984], [-1.660, -5.619, 4.280], [-1.670, -3.192, 3.790], [3.972, -0.402, 3.253], [4.865, 1.790, 2.568], [3.547, 3.195, 0.970], [1.440, 2.427, 0.133], [2.782, 4.570, -1.462], [3.363, 3.673, -2.436], [4.516, 4.149, -3.157], [3.618, 2.218, -1.774], [2.845, 1.281, -2.294], [2.739, -0.307, -1.798], [1.926, 1.807, -3.374], [0.957, 1.128, -4.093], [0.205, 1.840, -5.019], [0.421, 3.204, -5.223], [1.388, 3.885, -4.492], [2.116, 3.156, -3.571], [0.793, 0.076, -3.901], [-0.568, 1.334, -5.582], [-0.173, 3.737, -5.954], [1.560, 4.944, -4.631], [-3.235, 0.753, -0.098], [-3.446, -0.212, -1.114], [-4.146, -1.293, -0.562], [-2.150, -0.661, -1.503], [-4.105, 0.337, -2.185]], "total_charge": -1, "de_lowest_ev": 0.147, "multiplicity": 1, "orbital_gap_ev": 6.19, "lumo_ha": 0.050, "molar_mass_g_mol": 809.5}